This record from the Open Molecules 2025 dataset describes a cluster of 7 separate species, C14H28Br14 in total. The level of theory is the ωB97M-V functional and the def2-TZVPD basis.

## Properties
SMILES = BrCCBr.BrCCBr.BrCCBr.BrCCBr.BrCCBr.BrCCBr.BrCCBr
DFT total energy = -36586.36384 hartree
E_HOMO = -9.92 eV
Relative energy (zero: lowest compared OMol25 entry of this formula, charge and spin) = 277.8 kJ/mol

Geometry as ORCA input:
```
! RIJCOSX wB97M-V def2-TZVPD def2/J DEFGRID3
* xyz 0 1
Br 3.8963 1.3381 -8.1000
C 5.3983 1.8553 -9.2111
C 4.9822 2.1603 -10.6649
Br 6.5945 2.6460 -11.7074
H 6.1468 1.0700 -9.1049
H 5.6992 2.8021 -8.7627
H 4.3058 3.0116 -10.7420
H 4.4309 1.3413 -11.1269
Br -7.6193 -1.0108 0.0424
C -8.2398 0.0809 -1.5081
C -9.4619 -0.4440 -2.0998
Br -10.3098 1.0231 -3.2063
H -7.4005 0.2042 -2.1926
H -8.5479 1.0041 -1.0174
H -10.1008 -0.9267 -1.3602
H -9.2412 -1.2352 -2.8162
Br 0.0609 -1.7219 -1.0105
C -0.7147 0.0944 -1.4837
C -1.2686 0.8588 -0.2226
Br -2.1569 2.5092 -0.7928
H -1.5880 0.0245 -2.1322
H 0.0679 0.7003 -1.9405
H -0.5451 1.1259 0.5476
H -2.0680 0.2305 0.1703
Br 2.1955 6.3423 -3.7293
C 1.3698 7.4216 -5.2313
C -0.0960 7.1665 -5.1574
Br -1.0796 8.1717 -6.6308
H 1.8506 7.0413 -6.1325
H 1.5895 8.4814 -5.1022
H -0.4385 7.5096 -4.1811
H -0.3423 6.1048 -5.1366
Br -0.0912 -9.0178 4.7870
C -0.7318 -9.4263 2.9392
C 0.0842 -8.6843 1.8398
Br -0.2430 -9.4234 0.1000
H -1.6542 -8.8540 2.8405
H -0.8252 -10.5121 2.9582
H 1.0924 -8.9782 2.1317
H -0.0730 -7.6078 1.7718
Br -0.1686 2.7371 7.6682
C -0.2972 3.9691 9.1619
C 0.5876 3.4005 10.3108
Br -0.0905 1.6968 10.9792
H -1.2757 3.9911 9.6418
H -0.0938 5.0101 8.9108
H 0.6655 4.1009 11.1424
H 1.6432 3.2362 10.0944
Br 5.5208 -3.7564 7.3899
C 3.8844 -3.8967 6.2378
C 4.3372 -4.1504 4.8075
Br 5.1828 -5.8731 4.7311
H 3.3624 -2.9414 6.1828
H 3.2019 -4.6562 6.6192
H 5.0280 -3.3844 4.4551
H 3.5849 -3.9601 4.0421
*
```

***

This record from the Open Molecules 2025 dataset describes an isolated molecule of C6H3F6N3. The level of theory is the ωB97M-V functional and the def2-TZVPD basis.

## Properties
DFT total energy = -993.62191 hartree
E_HOMO (spin up / spin down) = -8.08 / -7.62 eV
Relative energy (zero: lowest compared OMol25 entry of this formula, charge and spin) = 487.3 kJ/mol

Geometry as ORCA input:
```
! RIJCOSX wB97M-V def2-TZVPD def2/J DEFGRID3
* xyz 0 1
C 0.5566 0.4075 1.6605
C -0.6695 -0.0134 2.0653
C 0.8678 -0.2757 0.3707
C -1.2373 -0.8846 1.0574
C 1.0697 0.6388 -0.8288
C -0.2609 1.2229 -1.3285
N -0.2841 -1.1503 0.1867
N -0.8638 0.5121 -2.1613
N -0.4477 -2.0123 -0.7882
F 1.7731 0.1386 -1.8591
F 1.8783 1.5429 -0.3017
F -0.6082 2.3328 -0.6733
F -2.3665 -1.5630 0.9456
F -1.9908 1.0374 -2.7652
F 0.7501 -2.1829 -1.4237
H 1.1896 0.9370 2.2704
H -1.1321 0.3136 2.9678
H 1.7758 -1.0014 0.6053
*
```

***

This record from the Open Molecules 2025 dataset describes a structure of composition C2H6Co2FN2O8P. The level of theory is the ωB97M-V functional and the def2-TZVPD basis.

## Properties
DFT total energy = -3997.79901 hartree
E_HOMO (spin up / spin down) = -8.27 / -8.40 eV
Relative energy (zero: lowest compared OMol25 entry of this formula, charge and spin) = 58.7 kJ/mol

Geometry as ORCA input:
```
! RIJCOSX wB97M-V def2-TZVPD def2/J DEFGRID3
* xyz 0 7
Co 0.3032 -1.9268 -3.0842
Co -0.6018 0.1741 -1.3707
P -2.3358 -1.1178 -2.4277
O -1.1251 -1.7388 -1.5921
O -1.1451 -0.7078 -3.3306
O -2.5818 -0.0019 -1.4219
O -3.0870 -2.4653 -2.5172
F 1.2937 -0.2725 -1.9959
C 0.7186 -2.3019 1.9845
N 0.8689 -0.9706 1.3306
O 1.7891 -0.2851 1.7274
O 0.0153 -0.6091 0.5670
H 1.2825 -3.0322 1.4064
H -0.3109 -2.6260 1.8505
H 1.0392 -2.1614 3.0078
C 0.6993 2.8069 1.4935
N 0.3932 2.9324 0.0437
O 0.9279 3.7861 -0.6077
O -0.4211 2.1456 -0.4255
H -0.2623 2.7222 1.9912
H 1.1787 3.7069 1.8639
H 1.3615 1.9431 1.5071
*
```

***

This record from the Open Molecules 2025 dataset describes a cluster of 3 separate species, C3H8N2O2 in total. The level of theory is the ωB97M-V functional and the def2-TZVPD basis.

## Properties
SMILES = c1c[nH]cn1.O.O
DFT total energy = -379.09717 hartree
E_HOMO = -9.13 eV
Relative energy (zero: lowest compared OMol25 entry of this formula, charge and spin) = 115.1 kJ/mol

Geometry as ORCA input:
```
! RIJCOSX wB97M-V def2-TZVPD def2/J DEFGRID3
* xyz 0 1
C -0.0437 0.7803 0.9068
C -1.2697 0.2567 1.1984
N -2.0775 0.6875 0.1791
C -1.3144 1.3850 -0.6963
N -0.0681 1.4374 -0.2889
H 0.8903 0.5180 1.3765
H -1.5228 -0.5567 1.8488
H -3.0146 0.3752 -0.0102
H -1.6797 2.0938 -1.4202
O 1.6760 -0.4646 -1.7464
H 0.9477 0.1396 -1.5120
H 1.2274 -1.3169 -1.7982
O 1.9624 -1.6782 1.0196
H 2.1443 -2.5613 0.6795
H 2.1424 -1.0958 0.2635
*
```

***

This record from the Open Molecules 2025 dataset describes an isolated molecule of C4H6N2S2. The level of theory is the ωB97M-V functional and the def2-TZVPD basis.

## Properties
SMILES = C=NNC(C=S)C=S
DFT total energy = -1061.71766 hartree
E_HOMO = -9.12 eV
Relative energy (zero: lowest compared OMol25 entry of this formula, charge and spin) = 521.2 kJ/mol

Geometry as ORCA input:
```
! RIJCOSX wB97M-V def2-TZVPD def2/J DEFGRID3
* xyz 0 1
C -1.5373 1.7768 -0.5670
N -0.5579 1.7374 0.5072
N 0.5583 0.8662 0.4192
C 0.4515 -0.4165 -0.0810
C -0.5005 -1.2329 0.6008
S -1.7083 -2.2594 0.0521
C 1.8153 -1.0792 -0.3817
S 3.2972 -0.6549 0.0377
H -2.2281 2.5293 -0.3815
H -1.6348 1.0313 -1.3074
H 1.0279 0.7634 1.4628
H -0.0030 -0.2344 -1.1526
H -0.4929 -0.8864 1.6951
H 1.5125 -1.9408 -0.9037
*
```

***

This record from the Open Molecules 2025 dataset describes a structure of composition C4H3FO6Pt. The level of theory is the ωB97M-V functional and the def2-TZVPD basis.

## Properties
DFT total energy = -824.30593 hartree
E_HOMO (spin up / spin down) = -13.13 / -14.59 eV
Relative energy (zero: lowest compared OMol25 entry of this formula, charge and spin) = 34.3 kJ/mol

Geometry as ORCA input:
```
! RIJCOSX wB97M-V def2-TZVPD def2/J DEFGRID3
* xyz 1 4
C -0.7372 -1.3966 -0.8409
C -1.0949 0.0475 -1.2014
O -1.8476 0.7341 -0.1697
C -1.2610 1.3288 0.8100
O -0.1146 1.1691 1.2358
O -1.9922 2.2006 1.4180
O -0.1001 -1.5888 0.2976
F -1.9640 -2.0994 -0.8058
H -1.7391 0.0873 -2.0834
H -0.1689 0.6031 -1.4005
O 4.5909 0.5258 0.8586
C 3.4541 0.3993 0.9602
O 2.3461 0.2866 1.3420
Pt 0.7518 -0.4968 1.3078
H -0.1233 -1.8004 -1.7283
*
```

***

What did the sixth record say?
This record from the Open Molecules 2025 dataset describes a structure of composition C4H3FO6Pt. The level of theory is the ωB97M-V functional and the def2-TZVPD basis.

## Properties
DFT total energy = -824.30593 hartree
E_HOMO (spin up / spin down) = -13.13 / -14.59 eV
Relative energy (zero: lowest compared OMol25 entry of this formula, charge and spin) = 34.3 kJ/mol

Geometry as ORCA input:
```
! RIJCOSX wB97M-V def2-TZVPD def2/J DEFGRID3
* xyz 1 4
C -0.7372 -1.3966 -0.8409
C -1.0949 0.0475 -1.2014
O -1.8476 0.7341 -0.1697
C -1.2610 1.3288 0.8100
O -0.1146 1.1691 1.2358
O -1.9922 2.2006 1.4180
O -0.1001 -1.5888 0.2976
F -1.9640 -2.0994 -0.8058
H -1.7391 0.0873 -2.0834
H -0.1689 0.6031 -1.4005
O 4.5909 0.5258 0.8586
C 3.4541 0.3993 0.9602
O 2.3461 0.2866 1.3420
Pt 0.7518 -0.4968 1.3078
H -0.1233 -1.8004 -1.7283
*
```

***

Please write out number 4 again, unchanged.
This record from the Open Molecules 2025 dataset describes a cluster of 3 separate species, C3H8N2O2 in total. The level of theory is the ωB97M-V functional and the def2-TZVPD basis.

## Properties
SMILES = c1c[nH]cn1.O.O
DFT total energy = -379.09717 hartree
E_HOMO = -9.13 eV
Relative energy (zero: lowest compared OMol25 entry of this formula, charge and spin) = 115.1 kJ/mol

Geometry as ORCA input:
```
! RIJCOSX wB97M-V def2-TZVPD def2/J DEFGRID3
* xyz 0 1
C -0.0437 0.7803 0.9068
C -1.2697 0.2567 1.1984
N -2.0775 0.6875 0.1791
C -1.3144 1.3850 -0.6963
N -0.0681 1.4374 -0.2889
H 0.8903 0.5180 1.3765
H -1.5228 -0.5567 1.8488
H -3.0146 0.3752 -0.0102
H -1.6797 2.0938 -1.4202
O 1.6760 -0.4646 -1.7464
H 0.9477 0.1396 -1.5120
H 1.2274 -1.3169 -1.7982
O 1.9624 -1.6782 1.0196
H 2.1443 -2.5613 0.6795
H 2.1424 -1.0958 0.2635
*
```